Record 1
Formula: C25H47F12O20P3
Source: the Open Molecules 2025 dataset
Level of theory: ωB97M-V with the def2-TZVPD basis set

CARTESIAN COORDINATES (ANGSTROEM)
H 1.577 -4.579 -1.929
H 3.507 -0.281 -4.741
C 4.322 0.205 -5.278
O -2.634 5.852 -5.163
C 0.193 -0.540 -1.190
C -3.629 0.080 2.752
O -3.866 -0.261 3.873
O -2.892 3.291 -5.026
C 3.806 -3.231 2.718
H -6.187 5.500 -4.343
O -2.992 4.467 -7.257
H 2.161 -7.636 2.892
H 1.802 0.205 0.557
H -2.713 2.975 -8.629
H 5.093 2.198 -5.605
F -0.597 -4.889 2.444
O 3.200 3.996 5.872
F -3.933 -1.919 1.562
F -0.394 -0.327 -3.459
H -3.802 2.531 -7.280
F -1.483 -1.774 -2.283
O -2.811 1.033 2.369
H 1.256 1.973 7.552
H 4.909 4.961 5.255
C -2.006 -4.265 0.654
O -1.561 -3.160 0.599
H -2.884 2.177 4.109
P -3.272 4.668 -5.725
O -4.848 4.613 -5.635
H -2.266 -3.976 -1.987
O 4.764 -4.809 0.415
H 1.027 -0.682 2.826
O 1.219 -1.141 -1.358
O 2.493 1.690 5.507
F -1.832 -6.455 1.626
H 1.341 0.913 3.963
H 2.234 -0.259 4.954
O 3.303 -6.355 1.790
H 1.211 -6.548 1.944
C -0.921 -0.559 -2.257
H 1.991 -5.949 3.399
H -5.978 3.769 -4.124
C -1.527 2.957 -4.879
O -2.776 -4.887 -0.214
H 0.695 3.510 8.165
H -3.686 -6.277 -2.107
H 3.366 2.155 -5.492
F 4.768 2.501 -1.164
H 0.623 1.217 1.384
H 0.811 0.476 5.639
O 1.801 3.459 3.785
H 3.551 5.089 4.108
C -3.166 -4.264 -1.449
F -1.880 0.337 -2.031
H 3.543 6.017 5.602
H -0.595 -0.869 2.112
P 2.030 3.181 5.196
C 3.343 2.584 -3.096
O 4.372 2.011 -3.677
C 0.781 0.241 0.930
C 1.660 0.667 4.974
O 2.342 2.997 -3.604
O 2.857 -3.876 1.856
C -1.269 2.806 2.795
H 3.250 -2.439 3.219
H 4.572 -2.729 2.127
H -3.758 -3.357 -1.305
C 0.478 -0.874 1.904
C -5.450 4.700 -4.341
H -4.387 3.597 -8.526
H -1.432 1.887 -4.704
F 2.997 3.740 -1.062
H 4.221 -3.943 3.426
O 0.771 3.415 6.113
C 0.542 2.773 7.372
C 4.270 1.705 -5.086
C -1.788 -5.154 1.900
C 3.830 5.060 5.159
F 2.808 1.589 -1.048
C -4.031 -5.251 -2.218
H -3.988 -4.999 -3.279
P 3.420 -5.035 0.921
H 5.259 -0.203 -4.903
H -0.496 3.112 3.501
H -1.518 1.020 3.943
H -4.714 4.870 -3.557
F -3.958 -0.119 0.360
H -1.812 3.751 2.673
H -0.494 2.452 7.399
H 0.706 -1.873 1.538
H 4.250 -0.008 -6.345
H -5.075 -5.178 -1.921
H 2.606 -3.401 -1.107
C 2.126 -6.605 2.537
C -3.493 3.327 -7.962
F -2.731 -4.877 2.807
H -0.954 3.144 -5.797
C 1.829 -4.148 -0.963
F -5.624 -0.557 1.676
C -2.144 1.758 3.436
C -4.284 -0.628 1.543
H -0.884 2.520 1.822
O -0.140 0.199 -0.180
H -1.026 3.508 -4.084
O 2.248 -5.215 -0.095
C 3.501 2.620 -1.559
H 0.945 -3.688 -0.523

Computed properties:
relative energy (zero: lowest compared OMol25 entry of this formula, charge and spin)	0.0	kcal/mol
E_LUMO	0.430	eV
HOMO level	-10.462	eV

=====

Record 2
Formula: C4H7NO
Source: the Open Molecules 2025 dataset
Level of theory: ωB97M-V with the def2-TZVPD basis set

CARTESIAN COORDINATES (ANGSTROEM)
H -0.213 1.690 0.274
H 1.492 -1.634 -0.353
H 1.433 0.410 1.361
N 1.584 0.481 0.357
H 1.052 2.140 -0.921
C 1.126 -0.612 -0.419
H -0.293 -0.115 -2.092
H -2.530 -0.851 0.038
C 0.262 0.076 -1.183
C 0.584 1.314 -0.377
O -1.555 -0.064 1.634
H -1.206 -1.897 0.841
C -1.759 -0.938 0.828

Computed properties:
relative energy (zero: lowest compared OMol25 entry of this formula, charge and spin)	78.7	kcal/mol
E_LUMO	0.932	eV
HOMO level	-8.640	eV

=====

Record 3
Formula: C9H24F2N2O8S3
Source: the Open Molecules 2025 dataset
Level of theory: ωB97M-V with the def2-TZVPD basis set

CARTESIAN COORDINATES (ANGSTROEM)
H 2.700 -3.760 3.856
O 4.709 2.337 -1.084
H 2.583 -0.283 -0.885
F 3.057 3.900 -0.309
H 1.434 2.868 -1.199
S -4.917 1.342 -2.442
S 3.388 -3.764 1.189
H 4.268 -4.219 4.503
H 4.872 -2.008 0.728
C 3.564 -4.408 3.697
N 2.522 1.527 0.011
H -0.378 0.623 -0.829
H -5.906 1.177 -4.562
H 5.504 -3.597 0.189
C 1.434 1.821 -0.928
C 3.168 -5.870 3.672
C 4.632 -2.952 0.247
H -6.828 1.130 -0.466
H 4.221 -2.787 -0.747
H 1.557 1.251 -1.853
H 2.410 -6.065 2.915
C -0.873 2.649 -0.306
C -5.795 2.875 0.304
H 2.764 -6.159 4.642
O -6.143 2.275 -2.063
H 4.008 0.147 -0.121
N 3.001 0.184 -0.094
H -7.646 2.655 -0.769
O 4.329 2.669 1.313
C -4.977 1.590 -4.181
H -5.593 3.902 0.002
C 0.065 1.460 -0.299
H -4.123 1.066 -4.606
H -6.296 2.882 1.272
H 4.030 -6.497 3.445
H -1.771 2.410 0.256
S 3.811 2.588 -0.008
H -4.838 2.369 0.420
H -1.151 2.891 -1.330
H -4.906 2.654 -4.384
O 4.256 -3.997 2.497
O -3.711 1.915 -1.927
F -0.257 3.737 0.281
O -5.251 -0.012 -2.129
C -6.670 2.179 -0.719
H 0.253 1.181 0.735
O 3.098 -5.025 0.581
O 2.332 -2.851 1.493

Computed properties:
E_LUMO	0.432	eV
HOMO level	-9.079	eV

=====

Record 4
Formula: C5H14
Source: the Open Molecules 2025 dataset
Level of theory: ωB97M-V with the def2-TZVPD basis set

CARTESIAN COORDINATES (ANGSTROEM)
H -1.725 -0.821 -0.486
H -0.715 -3.399 1.649
C -0.030 -1.626 0.497
H -0.208 2.644 -1.546
H -0.601 -3.610 -0.143
H 1.230 1.376 0.004
C 0.171 3.225 -0.711
H -0.170 -0.221 -1.203
H -0.868 -1.904 -1.472
H 1.020 -1.358 0.398
C -0.166 -3.156 0.750
C -0.705 -1.064 -0.793
H 1.393 2.814 1.003
H 0.998 3.826 -1.108
H -0.549 3.944 -0.335
H 0.834 -3.583 0.838
C 0.715 2.279 0.335
H -0.095 1.855 0.943
H -0.528 -1.220 1.378

Computed properties:
relative energy (zero: lowest compared OMol25 entry of this formula, charge and spin)	13.4	kcal/mol
E_LUMO	1.160	eV
HOMO level	-11.236	eV

=====

Record 5
Formula: C5H7NO
Source: the Open Molecules 2025 dataset
Level of theory: ωB97M-V with the def2-TZVPD basis set

CARTESIAN COORDINATES (ANGSTROEM)
C -0.657 0.935 -0.654
H 2.162 0.175 -1.027
H -0.073 -2.193 0.147
C -0.412 -1.160 0.220
H -1.031 0.124 1.720
C 1.828 0.310 0.006
H -2.683 0.151 -0.410
H 2.364 -0.389 0.654
O -0.571 2.114 -0.941
H 2.073 1.332 0.310
N -0.220 -0.385 1.385
C 0.349 0.100 0.112
H -1.375 -1.151 -0.542
C -1.754 0.037 -0.981

Computed properties:
relative energy (zero: lowest compared OMol25 entry of this formula, charge and spin)	125.8	kcal/mol
E_LUMO	-0.144	eV
HOMO level	-8.983	eV

=====

Record 6
Formula: C22H37FN6O4Tl
Source: the Open Molecules 2025 dataset
Level of theory: ωB97M-V with the def2-TZVPD basis set

CARTESIAN COORDINATES (ANGSTROEM)
C -0.858 1.824 -1.524
H -3.280 -0.466 -2.046
C 0.498 1.499 -2.155
H 3.359 4.984 0.771
H 0.991 -2.357 -4.493
H 3.825 -1.419 -1.374
H -2.398 -0.815 5.985
H -1.080 -3.426 -5.154
F 4.779 3.487 4.680
H -1.075 -1.049 4.822
H 1.432 0.699 -0.551
H -0.306 -0.672 -3.509
N 3.257 4.337 1.545
H -3.879 -2.432 4.768
C 1.240 1.408 2.305
H 1.131 2.399 -2.124
C 2.741 -1.479 -1.503
O 3.291 0.193 2.479
H -1.706 -2.227 -2.580
C 2.971 2.560 3.498
H -4.110 -2.276 3.018
N -1.672 0.624 -1.385
H 2.302 -1.539 -0.507
H -1.029 -0.993 -5.110
H -4.722 -0.060 5.071
H 3.041 0.523 -2.294
N -1.713 -2.230 -3.597
C -3.406 -2.117 3.834
C -4.213 0.238 4.152
H -2.535 -2.749 3.658
C -2.982 -0.641 3.894
C -2.252 0.190 -3.813
H -2.103 0.630 -0.452
H 2.948 -2.741 -3.245
H -1.686 0.569 5.141
H 2.833 -3.616 -1.708
Tl -0.475 -1.400 0.053
H 1.098 -4.112 -4.307
C -1.772 -0.047 1.567
H -3.419 1.273 -2.394
H 0.628 -3.681 -1.921
C 4.202 4.458 2.567
O 1.543 3.402 0.409
C -1.230 -0.927 -4.032
O 1.610 -0.785 1.392
H 0.671 1.218 3.216
H -0.654 2.236 -0.534
H 1.868 -0.450 -3.190
H 0.553 1.562 1.475
C -0.895 -3.323 -4.077
C 2.152 0.126 2.033
N 2.098 2.549 2.459
H -4.920 0.151 3.328
H -1.819 1.116 -4.197
C 2.220 -0.206 -2.182
H -1.245 -4.237 -3.588
C -1.975 -0.474 5.038
N 1.100 0.373 -1.456
O 5.053 5.324 2.515
C 2.426 -2.769 -2.278
N 1.000 -2.950 -2.518
H -1.366 2.598 -2.121
C 2.251 3.413 1.396
C 3.970 3.475 3.591
H -3.923 1.284 4.241
H 2.817 1.828 4.275
C 0.631 -3.196 -3.891
C -2.718 0.415 -2.369
C -2.333 -0.294 2.619
H 0.361 1.223 -3.203
H -3.142 -0.033 -4.406

Computed properties:
E_LUMO	2.445	eV
HOMO level	-4.628	eV
total charge	-1

=====

Record 7
Formula: C3H8NO3
Source: the Open Molecules 2025 dataset
Level of theory: ωB97M-V with the def2-TZVPD basis set

CARTESIAN COORDINATES (ANGSTROEM)
H -0.030 -0.053 1.413
O 0.570 2.268 1.005
H -0.892 -0.302 -1.439
C 0.103 0.012 0.335
O 0.865 1.681 -1.171
C 1.268 -0.943 -0.078
H 1.026 -1.482 -0.990
H 2.194 -0.393 -0.236
H -1.348 -2.019 0.148
H -1.893 0.083 -0.271
N -1.044 -0.428 -0.445
H -2.647 -2.755 0.061
H 1.516 -1.641 0.728
C 0.563 1.496 0.031
O -1.717 -2.931 0.324

Computed properties:
relative energy (zero: lowest compared OMol25 entry of this formula, charge and spin)	16.3	kcal/mol
E_LUMO	3.858	eV
HOMO level	-3.964	eV
total charge	-1

=====

Record 8
Formula: C3H4OS
Source: the Open Molecules 2025 dataset
Level of theory: ωB97M-V with the def2-TZVPD basis set

CARTESIAN COORDINATES (ANGSTROEM)
O -3.663 0.239 2.626
H -1.083 0.975 -1.122
C -1.402 0.448 1.562
S -3.001 0.275 1.307
H 1.144 -0.029 -1.600
H -0.881 0.527 2.415
C 0.551 -0.302 -0.655
H 1.044 -1.021 0.047
C -0.459 0.484 -0.374

Computed properties:
relative energy (zero: lowest compared OMol25 entry of this formula, charge and spin)	109.2	kcal/mol
E_LUMO	-0.132	eV
HOMO level	-9.470	eV

=====

Record 9
Formula: C4H6O2P
Source: the Open Molecules 2025 dataset
Level of theory: ωB97M-V with the def2-TZVPD basis set

CARTESIAN COORDINATES (ANGSTROEM)
C 0.879 1.145 -0.149
H 2.212 -0.498 0.234
C -0.466 1.582 -0.076
H -0.805 2.555 -0.390
C 1.197 -0.123 0.188
H -2.861 -0.879 -1.112
P -1.503 0.213 0.126
H 1.659 1.858 -0.410
O -2.032 -0.458 -1.341
C 0.057 -1.003 0.577
H 0.020 -1.230 1.646
O -2.712 0.190 0.993
H -0.018 -1.931 0.005

Computed properties:
relative energy (zero: lowest compared OMol25 entry of this formula, charge and spin)	0.0	kcal/mol
E_LUMO	4.199	eV
HOMO level	-2.031	eV
total charge	-1

=====

Record 10
Formula: C10H10N2
Source: the Open Molecules 2025 dataset
Level of theory: ωB97M-V with the def2-TZVPD basis set

CARTESIAN COORDINATES (ANGSTROEM)
H 4.373 0.532 -1.089
H -0.464 -1.018 -1.095
C -3.014 1.741 0.674
N 1.018 0.244 -0.220
H 2.468 1.494 0.562
C -0.974 0.497 1.185
C 3.376 0.030 -0.876
C -1.787 -0.673 1.146
C -3.156 -0.510 0.695
C 0.668 -0.861 -0.858
H -3.417 2.730 0.413
N -3.721 0.672 0.541
H 1.547 -2.707 -1.707
H -3.797 -1.429 0.460
C 3.030 -1.133 -1.503
H -1.014 2.586 1.151
H 3.857 -1.574 -2.063
C -1.661 1.676 1.112
C 2.324 0.636 -0.109
H 0.071 0.416 1.607
H -1.460 -1.654 1.393
C 1.733 -1.693 -1.419

Computed properties:
relative energy (zero: lowest compared OMol25 entry of this formula, charge and spin)	71.2	kcal/mol
E_LUMO	0.539	eV
HOMO level	-8.945	eV

=====

Record 11
Formula: C6H10
Source: the Open Molecules 2025 dataset
Level of theory: ωB97M-V with the def2-TZVPD basis set

CARTESIAN COORDINATES (ANGSTROEM)
H 0.373 0.897 1.206
H -2.369 0.600 -0.068
H 0.294 1.034 -2.045
H 1.660 -2.362 -0.177
C 0.637 0.780 -1.002
H -0.916 -1.584 0.128
C -0.046 -1.069 0.548
H -1.758 2.001 0.827
C -1.666 0.915 0.705
H 1.003 1.682 -0.549
C -0.231 0.435 0.401
H -2.044 0.508 1.661
C 1.174 -1.397 -0.259
H 2.302 -0.616 -1.867
C 1.543 -0.434 -1.099
H 0.044 -1.391 1.590

Computed properties:
relative energy (zero: lowest compared OMol25 entry of this formula, charge and spin)	24.0	kcal/mol
E_LUMO	1.197	eV
HOMO level	-9.005	eV

=====

Record 12
Formula: C5H13N3O
Source: the Open Molecules 2025 dataset
Level of theory: ωB97M-V with the def2-TZVPD basis set

CARTESIAN COORDINATES (ANGSTROEM)
H 0.330 -1.023 -1.774
H 0.564 -2.337 -0.583
H -1.787 2.029 -1.291
C 1.398 -0.466 -0.011
H 2.594 -1.791 1.131
N 0.324 1.061 0.509
H 0.381 1.974 0.061
H 2.954 0.581 -0.363
H -0.678 0.891 -2.069
H 1.036 -1.364 1.874
H 2.385 -0.195 1.882
N -0.905 -0.998 -0.006
H -2.394 0.480 -1.893
H 0.118 0.997 1.500
H -2.410 -0.131 1.542
O 2.327 0.032 -0.854
C 1.884 -0.979 1.314
H -3.258 0.612 0.357
C -1.275 0.326 -0.050
C 0.326 -1.275 -0.700
C -1.546 0.972 -1.417
N -2.369 0.603 0.842

Computed properties:
relative energy (zero: lowest compared OMol25 entry of this formula, charge and spin)	86.4	kcal/mol
E_LUMO	0.598	eV
HOMO level	-6.827	eV

=====

| no. | largest force on an atom (eV Å⁻¹) |
| --- | --- |
| 1 | 1.503 |
| 2 | 0.514 |
| 3 | 1.237 |
| 4 | 2.355 |
| 5 | 0.435 |
| 6 | 1.545 |
| 7 | 1.960 |
| 8 | 8.369 |
| 9 | 2.517 |
| 10 | 4.091 |
| 11 | 1.698 |
| 12 | 2.974 |